DFT (ωB97M-V/def2-TZVPD) results for 13 unconnected molecules or ions with the total composition C43H97Cl6N3O14.

## Properties
Total energy = -5674.921408 Ha
Molecular weight = 1092.97 u
HOMO level = -9.2911 eV
Orbital gap = 9.57 eV
LUMO energy = 0.28 eV

```
! wB97M-V def2-TZVPD RIJCOSX def2/J DEFGRID3
* xyz 0 1
Cl 3.11 -2.26 2.85
Cl -0.70 6.89 1.38
Cl 1.84 6.37 2.79
Cl 1.55 2.42 0.51
Cl 5.46 -0.99 1.39
Cl 4.02 2.33 2.03
O 4.51 0.17 6.49
O 3.46 6.87 -2.37
O 1.69 -2.37 -7.01
O 1.86 -0.39 5.44
O -1.22 -0.18 -0.44
O -2.58 -0.70 1.89
O -3.62 -2.34 -3.96
O 2.93 -3.15 -4.27
O -3.43 -3.29 6.04
O 1.20 0.85 -4.23
O -2.58 -4.43 -5.63
O -5.85 -1.76 5.69
O 4.67 4.26 -2.92
O 2.76 -0.15 -1.90
N -0.91 -7.67 -3.89
N -3.94 3.48 1.84
N -2.42 0.85 7.14
C 3.08 5.62 -1.88
C -1.31 4.38 4.15
C -0.53 -0.84 0.63
C -1.79 3.54 5.34
C -2.66 -5.26 -6.74
C -0.92 -5.84 -0.26
C -2.48 1.40 6.12
C 2.16 0.15 6.68
C -3.09 -2.00 1.57
C -4.06 -3.17 4.83
C 3.24 0.62 -3.01
C 1.43 -1.75 -5.77
C -3.84 1.95 -0.26
C -2.43 2.27 4.96
C -6.20 -0.35 5.80
C -1.59 -6.96 -3.29
C -2.44 -2.27 -4.73
C 4.26 4.74 -1.66
C 4.67 -1.41 2.93
C -0.48 -0.18 -1.65
C 5.88 3.64 -3.05
C 3.67 -1.14 -1.49
C 2.16 1.54 -3.41
C 0.64 5.67 1.64
C 1.22 0.44 4.50
C -2.09 3.65 -1.23
C 1.58 -2.82 -4.64
C -3.54 -1.51 -2.88
C -1.20 -0.53 1.97
C 2.78 1.41 1.17
C 0.16 1.57 -4.86
C 0.60 -2.44 -7.94
C 5.73 0.87 6.51
C 2.51 7.89 -2.03
C -2.41 -2.39 6.26
C 2.89 -4.19 -3.28
C -4.82 -1.87 4.73
C -3.29 2.73 -1.49
C -2.39 -6.15 -2.39
C -1.66 -5.15 -1.49
C 3.43 1.04 6.58
C -3.96 2.80 0.92
C -2.68 -3.04 -5.97
H -1.57 -6.36 0.46
H -0.93 3.38 6.05
H -4.84 1.53 -0.37
H 6.53 0.14 6.57
H 2.41 5.13 -2.65
H -4.10 -2.16 1.93
H -3.71 -2.85 -6.31
H 6.10 2.94 -2.20
H 1.37 0.73 7.09
H 5.36 -2.04 3.50
H 0.98 -3.73 -4.93
H 2.56 2.43 -4.01
H -0.92 -4.62 -2.06
H -1.88 -2.79 -6.69
H 3.89 -4.35 -2.83
H 3.14 8.82 -1.88
H -4.78 -3.97 4.80
H 0.50 -0.56 0.72
H -0.49 0.86 -5.36
H 5.76 1.48 7.41
H 0.58 -0.08 -1.50
H 2.47 -0.71 7.30
H 3.66 -1.94 -2.19
H -0.67 -1.03 -2.34
H -2.26 -1.22 -4.91
H 5.10 5.17 -1.14
H -0.13 -6.52 -0.61
H -5.44 0.12 6.44
H 5.87 3.06 -3.95
H -3.36 2.32 4.40
H 4.57 -0.47 3.52
H -1.17 3.13 -1.12
H 1.83 7.95 -2.89
H 2.64 -5.16 -3.79
H -2.67 -1.69 -2.21
H -2.49 -4.47 -1.14
H 0.39 0.95 4.99
H -0.47 -5.08 0.34
H 0.98 -0.19 3.66
H -2.49 -2.82 2.04
H 2.37 5.69 -1.04
H -3.17 1.10 0.02
H -3.59 -0.44 -3.18
H 2.40 0.65 1.83
H 3.53 1.62 7.58
H 0.39 -1.25 -5.74
H 6.68 4.39 -2.99
H -3.04 -5.60 -3.06
H -1.71 -2.24 5.43
H -2.18 4.32 -0.38
H -0.91 0.72 -2.19
H -2.54 4.09 5.89
H 3.35 -1.51 -0.52
H -3.35 -3.21 3.94
H 2.15 -0.98 -5.63
H -4.48 -1.62 -2.25
H -2.76 -1.38 6.64
H -1.94 4.35 -2.04
H -2.16 4.62 3.47
H 3.93 3.87 -1.07
H -7.10 -0.24 6.34
H -3.13 -2.19 0.50
H 0.03 -1.48 -7.94
H -2.49 -6.27 -6.43
H 2.15 -4.04 -2.50
H -3.68 -5.17 -7.13
H -1.81 -2.85 7.05
H -0.82 5.33 4.45
H -0.43 2.00 -4.03
H 2.02 7.74 -1.08
H -4.13 3.31 -1.77
H -6.33 0.08 4.83
H 3.64 -0.05 -3.73
H -1.94 -4.95 -7.55
H 0.62 2.27 -5.54
H 4.11 1.14 -2.65
H 3.29 0.88 0.38
H -0.11 -3.28 -7.79
H -3.05 2.07 -2.32
H -1.63 -2.71 -4.14
H -4.26 -0.95 4.72
H 1.11 5.40 0.70
H -1.67 1.75 4.31
H -1.06 0.59 2.19
H -3.10 -6.82 -1.87
H 1.66 2.00 -2.56
H -5.35 -1.96 3.74
H -0.82 -1.23 2.77
H 5.88 1.53 5.61
H 3.45 1.75 5.80
H 4.66 -0.73 -1.45
H 0.18 4.81 2.06
H -0.63 3.87 3.44
H 1.10 -2.42 -8.93
H 1.97 1.24 4.27
H -0.60 -1.92 0.42
H 0.98 -2.45 -3.71
*
```

These are the Löwdin partial charges, in e, on atoms 1 to 99: 0.55, 0.47, 0.49, 0.62, 0.55, 0.53, -0.20, -0.17, -0.18, -0.21, -0.20, -0.20, -0.17, -0.19, -0.16, -0.23, -0.20, -0.16, -0.20, -0.23, 0.14, 0.17, 0.17, -0.23, -0.11, -0.19, -0.27, -0.12, -0.08, -0.23, -0.18, -0.09, -0.22, -0.17, -0.19, -0.16, -0.22, -0.07, -0.24, -0.22, -0.19, -0.99, -0.09, -0.14, -0.12, -0.18, -0.97, -0.09, -0.09, -0.19, -0.15, -0.21, -1.05, -0.08, -0.10, -0.12, -0.09, -0.13, -0.12, -0.25, -0.21, -0.20, -0.22, -0.21, -0.22, -0.18, 0.07, 0.13, 0.12, 0.09, 0.15, 0.07, 0.14, 0.10, 0.11, 0.03, 0.13, 0.15, 0.09, 0.11, 0.09, 0.11, 0.13, 0.09, 0.07, 0.08, 0.05, 0.14, 0.06, 0.08, 0.12, 0.13, 0.08, 0.09, 0.08, 0.12, 0.02, 0.04, 0.09